Entry 1:
Entry from the OMol25 dataset: C21H31O4Yb as an isolated structure (the ωB97M-V functional and the def2-TZVPD basis).

Cartesian coordinates (Å):
O -0.249 0.149 -0.473
C 0.854 0.128 -1.472
C 0.103 1.131 -2.350
H 0.971 -0.868 -1.920
H 1.788 0.496 -1.004
C -0.962 1.208 -1.258
H -0.347 0.695 -3.233
H 0.681 2.016 -2.609
C -2.337 0.628 -1.550
H -2.253 -0.414 -1.892
H -2.897 1.201 -2.299
H -2.916 0.641 -0.615
C -0.986 2.563 -0.564
H 0.034 2.908 -0.337
H -1.582 2.513 0.363
H -1.460 3.299 -1.234
Yb -0.008 0.168 1.813
C 0.899 1.824 3.907
C 1.786 0.721 3.797
C 2.439 0.808 2.537
H 2.040 0.028 4.601
C 1.943 1.962 1.860
C 0.971 2.580 2.707
H 0.458 3.518 2.511
H 0.310 2.080 4.786
H 3.267 0.180 2.206
H 2.310 2.360 0.917
C -1.677 -0.273 4.095
C -2.183 0.917 3.503
C -2.700 0.585 2.215
H -2.243 1.890 3.975
C -2.499 -0.815 2.011
C -1.845 -1.337 3.164
H -1.679 -2.393 3.378
H -1.309 -0.371 5.112
H -3.265 1.253 1.571
H -2.875 -1.394 1.172
O 0.410 -0.794 -4.145
C -0.096 0.022 -5.239
C 0.315 -0.578 -6.590
H 0.301 1.048 -5.148
H -1.190 0.109 -5.137
C 1.317 -1.705 -6.215
H 0.783 0.191 -7.219
H -0.573 -1.001 -7.080
C 1.184 -1.871 -4.694
H 2.330 -1.376 -6.468
H 1.059 -2.633 -6.729
H 2.154 -1.910 -4.187
H 0.659 -2.801 -4.449
C 1.245 -2.965 6.069
O 1.522 -3.038 4.087
C 1.280 -2.466 3.091
O 1.039 -1.932 2.067
H 2.294 -3.079 6.343
H 0.587 -3.832 6.125
H 0.797 -1.973 6.126

Properties
<S²> = 0.879
Multiplicity = 2
ΔE to the lowest compared entry with this formula, charge and spin = 113.95 kcal per mole
HOMO-LUMO gap (alpha / beta) = 2.9 / 3.1 eV
E_HOMO (alpha / beta) = -2.9 / -3.7 eV
Total charge = 0
LUMO level (alpha / beta) = 0.025 / -0.582 eV



Entry 2:
Entry from the OMol25 dataset: an isolated ion of composition C9H17BClN2O4 and charge +1 (the ωB97M-V functional and the def2-TZVPD basis).

Cartesian coordinates (Å):
C -0.838 3.085 -1.155
C 0.624 2.980 -1.557
O 0.827 2.010 -2.594
B 0.354 0.748 -2.478
O -0.490 0.249 -3.422
C 0.885 -0.256 -1.333
O 1.753 0.399 -0.376
C 1.534 -0.143 0.871
N 0.028 -0.272 0.859
C -0.741 -0.730 2.079
C 0.089 -0.632 3.347
N 0.482 0.435 3.883
C -0.208 -0.967 -0.484
C -0.012 -2.481 -0.440
C -1.215 -3.221 0.119
O -2.332 -2.970 -0.181
Cl -0.812 -4.483 1.268
H -1.127 2.355 -0.385
H -1.048 4.074 -0.746
H -1.480 2.943 -2.026
H 1.261 2.742 -0.703
H 0.978 3.928 -1.954
H -1.130 -0.426 -3.184
H 1.478 -1.031 -1.835
H 1.868 0.535 1.650
H 1.973 -1.135 1.015
H -0.249 0.695 0.663
H -1.090 -1.738 1.909
H -1.618 -0.088 2.159
H 0.346 -1.574 3.831
H 0.165 1.281 3.402
H -1.235 -0.736 -0.772
H 0.068 -2.800 -1.483
H 0.913 -2.778 0.052

Properties
HOMO-LUMO gap = 10.3 eV
E_HOMO = -13.7 eV
Total charge = +1
LUMO level = -3.358 eV



Entry 3:
Entry from the OMol25 dataset: a 3-piece molecular cluster, C18H43FN3O4S2 overall (the ωB97M-V functional and the def2-TZVPD basis).

Cartesian coordinates (Å):
C 5.139 1.613 -0.437
C 5.271 3.214 -0.065
C 4.292 4.139 -1.046
C 3.759 5.491 -0.286
C 2.512 5.255 0.754
C 1.059 4.949 -0.007
S 0.370 3.271 0.595
O 1.529 2.222 0.681
O -0.049 3.541 2.093
N -0.999 2.747 -0.352
S -0.526 1.940 -1.825
O 0.294 2.942 -2.682
O -1.866 1.548 -2.558
F 0.368 0.493 -1.612
H 6.166 1.313 -0.963
H 5.042 0.954 0.554
H 4.235 1.354 -1.135
H 6.392 3.562 -0.260
H 5.040 3.460 1.070
H 5.006 4.506 -1.929
H 3.445 3.507 -1.568
H 4.661 5.959 0.311
H 3.477 6.277 -1.135
H 2.349 6.297 1.314
H 2.741 4.479 1.620
H 0.252 5.744 0.367
H 1.140 5.012 -1.175
C 1.516 -4.171 3.647
C 1.503 -2.690 4.018
N 2.025 -1.817 2.964
C 2.306 -0.454 3.423
C 1.127 0.386 3.901
C 1.377 -1.914 1.655
C -0.128 -1.671 1.589
H 2.514 -4.490 3.327
H 1.235 -4.775 4.516
H 0.805 -4.398 2.847
H 2.130 -2.583 4.911
H 0.487 -2.406 4.312
H 2.834 0.096 2.634
H 3.030 -0.517 4.246
H 0.504 0.722 3.068
H 1.497 1.287 4.403
H 0.498 -0.148 4.618
H 1.574 -2.915 1.250
H 1.873 -1.238 0.948
H -0.675 -2.213 2.365
H -0.512 -2.015 0.623
H -0.370 -0.610 1.667
C -4.500 -3.861 -4.773
C -3.810 -2.944 -3.768
N -4.725 -2.024 -3.088
C -4.040 -0.947 -2.368
C -3.143 -1.338 -1.199
C -5.851 -2.632 -2.378
C -5.537 -3.664 -1.300
H -5.089 -3.285 -5.495
H -3.750 -4.430 -5.334
H -5.159 -4.583 -4.282
H -3.070 -2.359 -4.328
H -3.247 -3.557 -3.054
H -4.778 -0.215 -2.017
H -3.427 -0.394 -3.092
H -3.725 -1.644 -0.326
H -2.542 -0.475 -0.892
H -2.448 -2.142 -1.457
H -6.506 -3.108 -3.119
H -6.477 -1.845 -1.938
H -4.805 -4.407 -1.629
H -6.451 -4.207 -1.035
H -5.171 -3.195 -0.385

Properties
HOMO-LUMO gap = 8.5 eV
E_HOMO = -5.7 eV
Total charge = -1
LUMO level = 2.811 eV



Entry 4:
Entry from the OMol25 dataset: C35H43N8RhSi as an isolated structure (the ωB97M-V functional and the def2-TZVPD basis).

Cartesian coordinates (Å):
Rh -0.896 -2.692 20.267
N -1.478 -4.449 23.051
C -2.666 -3.964 22.549
C -3.926 -4.475 23.058
C -5.097 -3.866 22.576
C -5.084 -2.864 21.641
C -3.825 -2.509 21.151
N -2.686 -3.080 21.539
C -0.370 -3.577 23.334
C 0.181 -3.639 24.598
C 1.251 -2.847 24.894
C 1.733 -1.942 23.926
C 1.123 -1.962 22.721
N 0.060 -2.734 22.439
H -1.673 -5.152 23.728
H -3.886 -5.315 23.753
H -6.048 -4.292 22.903
H -5.945 -2.333 21.295
H -3.838 -1.675 20.380
H -0.125 -4.464 25.213
H 1.696 -2.963 25.910
H 2.626 -1.445 24.177
H 1.367 -1.191 21.988
C -1.614 -6.171 19.768
Si -2.107 -5.865 18.077
C -1.123 -4.304 17.443
N -1.356 -2.923 17.918
C -2.765 -2.484 17.664
C -3.044 -1.958 16.269
C -2.046 -2.365 15.184
C -0.589 -2.045 15.665
C -0.523 -1.909 17.180
C -1.357 -7.270 17.058
C -2.068 -8.122 16.283
C -1.507 -9.228 15.640
C -0.208 -9.534 15.930
C 0.607 -8.679 16.683
C 0.016 -7.573 17.234
C -3.917 -5.761 17.839
C -4.703 -5.952 18.991
C -6.068 -5.942 18.818
C -6.622 -5.781 17.546
C -5.895 -5.549 16.420
C -4.478 -5.513 16.607
H -1.521 -7.118 20.215
H -1.691 -5.314 20.457
H -1.258 -4.360 16.397
H -0.033 -4.638 17.592
H -2.907 -1.664 18.397
H -3.508 -3.291 17.938
H -2.924 -0.862 16.368
H -4.092 -2.098 16.026
H -2.374 -1.831 14.315
H -2.135 -3.500 15.078
H -0.233 -1.095 15.238
H 0.093 -2.809 15.336
H -0.879 -0.969 17.577
H 0.513 -2.016 17.430
H -3.119 -7.908 16.101
H -2.104 -10.030 15.198
H 0.262 -10.454 15.518
H 1.653 -8.834 16.925
H 0.650 -7.000 17.892
H -4.241 -6.316 19.870
H -6.691 -6.280 19.675
H -7.701 -5.868 17.433
H -6.384 -5.423 15.462
H -3.868 -5.280 15.789
N 2.710 -4.780 19.452
C 3.327 -3.547 19.501
C 2.354 -2.635 19.737
N 1.159 -3.286 19.724
C 1.389 -4.553 19.561
H 3.173 -5.619 19.176
H 4.419 -3.344 19.399
H 2.583 -1.580 19.819
H 0.622 -5.308 19.713
C -2.663 2.015 22.130
N -2.087 1.610 20.854
C -2.233 2.515 19.658
C -1.611 0.428 20.669
N -1.173 -0.631 20.489
H -3.697 1.722 22.259
H -2.634 3.075 22.184
H -2.138 1.625 22.996
H -1.559 3.397 19.741
H -3.298 2.819 19.581
H -1.878 1.952 18.733

Properties
<S²> = 6.009
Multiplicity = 5
ΔE to the lowest compared entry with this formula, charge and spin = 0.00 kcal per mole
HOMO-LUMO gap (alpha / beta) = 8.6 / 6.8 eV
E_HOMO (alpha / beta) = -13.2 / -13.2 eV
Total charge = +2
LUMO level (alpha / beta) = -4.543 / -6.410 eV



Entry 5:
Entry from the OMol25 dataset: a 2-piece molecular cluster, C3H10N2O overall (the ωB97M-V functional and the def2-TZVPD basis).

Cartesian coordinates (Å):
C -0.119 -2.007 -0.306
N 1.064 1.161 -1.560
C 0.595 -0.113 -1.422
N 0.579 -0.735 -0.320
H 0.580 -2.809 -0.057
H -0.550 -2.278 -1.276
H -0.898 -2.016 0.451
H 1.584 1.496 -0.765
H 1.443 1.416 -2.458
H 0.218 -0.583 -2.335
H 0.458 0.122 1.378
C -1.055 1.273 1.720
O 0.289 0.873 1.972
H -1.260 2.084 2.418
H -1.148 1.648 0.694
H -1.781 0.469 1.864

Properties
ΔE to the lowest compared entry with this formula, charge and spin = 27.48 kcal per mole
HOMO-LUMO gap = 10.4 eV
E_HOMO = -9.4 eV
Total charge = 0
LUMO level = 0.962 eV



Entry 6:
Entry from the OMol25 dataset: CH4N2S2 in the gas phase (the ωB97M-V functional and the def2-TZVPD basis).

Cartesian coordinates (Å):
C -1.693 0.619 -0.211
N 2.373 -1.415 0.118
N 1.582 -0.535 0.295
S -0.358 1.374 0.736
S 1.242 0.844 -0.543
H -2.454 1.235 -0.589
H -1.947 -0.291 0.412
H -1.065 0.299 -0.995
H 2.321 -2.130 0.775

Properties
ΔE to the lowest compared entry with this formula, charge and spin = 57.75 kcal per mole
HOMO-LUMO gap = 8.9 eV
E_HOMO = -8.6 eV
Total charge = 0
LUMO level = 0.355 eV



Entry 7:
Entry from the OMol25 dataset: C3H6O2 in the gas phase (the ωB97M-V functional and the def2-TZVPD basis).

Cartesian coordinates (Å):
C -1.855 0.023 -0.001
C 0.473 0.344 -0.033
C 1.821 -0.328 -0.008
H -2.056 0.487 -0.958
H -2.536 -0.825 0.197
H -1.938 0.773 0.808
H 2.567 0.458 -0.384
H 2.057 -0.642 1.084
H 1.734 -1.282 -0.647
O -0.543 -0.538 -0.042
O 0.275 1.529 -0.016

Properties
ΔE to the lowest compared entry with this formula, charge and spin = 12.11 kcal per mole
HOMO-LUMO gap = 11.4 eV
E_HOMO = -10.4 eV
Total charge = 0
LUMO level = 0.931 eV



Entry 8:
Entry from the OMol25 dataset: C24H34NO3OsPS as an isolated structure (the ωB97M-V functional and the def2-TZVPD basis).

Cartesian coordinates (Å):
Os -0.087 0.348 0.205
C 0.172 2.264 0.500
O 0.324 3.403 0.692
C 1.113 0.138 -1.231
O 1.880 -0.032 -2.097
C -0.644 -1.510 0.305
O -0.916 -2.643 0.357
C -1.843 2.427 -2.067
P -1.981 0.833 -1.098
H -4.312 1.075 -0.639
H -1.635 3.175 -1.284
C -2.720 -0.321 -2.370
H -3.439 0.318 -2.907
C -3.141 2.813 -2.782
H -4.026 2.771 -2.139
H -3.316 2.189 -3.668
H -3.038 3.850 -3.133
C -0.671 2.451 -3.054
H -0.859 1.821 -3.933
C -3.578 0.084 1.123
H 0.274 2.139 -2.596
H -0.546 3.485 -3.409
C -3.408 2.566 0.633
H -2.613 -0.157 1.583
H -4.234 0.462 1.918
H -3.998 -0.851 0.744
C -3.441 1.150 0.034
H -4.071 2.596 1.507
H -3.760 3.323 -0.080
H -2.400 2.851 0.966
C -3.502 -1.497 -1.780
H -2.858 -2.139 -1.164
H -3.883 -2.103 -2.614
H -4.364 -1.173 -1.187
C -1.690 -0.830 -3.382
H -0.848 -1.332 -2.886
H -1.290 -0.034 -4.019
H -2.181 -1.564 -4.036
H -1.179 1.000 1.984
H -0.772 0.386 2.254
N 1.529 -0.164 1.515
S 1.501 -1.169 2.851
C 2.142 -2.710 2.210
C 2.104 -3.828 3.059
C 2.648 -5.037 2.624
C 3.203 -5.132 1.341
C 3.209 -4.022 0.492
C 2.663 -2.806 0.923
C 2.858 -0.530 3.827
C 4.164 -0.577 3.345
C 5.191 -0.004 4.101
C 4.904 0.596 5.332
C 3.591 0.620 5.818
C 2.559 0.057 5.067
H 2.373 0.409 1.520
H 1.653 -3.721 4.045
H 2.637 -5.901 3.288
H 3.630 -6.078 1.003
H 3.637 -4.088 -0.510
H 2.639 -1.935 0.270
H 4.370 -1.066 2.392
H 6.214 -0.030 3.721
H 5.708 1.045 5.919
H 3.364 1.081 6.781
H 1.523 0.059 5.408

Properties
<S²> = 6.053
Multiplicity = 5
ΔE to the lowest compared entry with this formula, charge and spin = 0.00 kcal per mole
HOMO-LUMO gap (alpha / beta) = 5.2 / 3.3 eV
E_HOMO (alpha / beta) = -18.3 / -20.3 eV
Total charge = +4
LUMO level (alpha / beta) = -13.062 / -16.973 eV



Entry 9:
Entry from the OMol25 dataset: an isolated ion of composition C4H9N2Se and charge +1 (the ωB97M-V functional and the def2-TZVPD basis).

Cartesian coordinates (Å):
C -0.005 1.518 0.035
C -1.102 0.736 0.709
C 1.874 0.189 -0.873
C -1.383 -1.425 -0.533
N 0.986 1.024 -0.469
N -0.987 -0.702 0.765
Se 3.395 -0.286 0.155
H -0.114 2.545 0.177
H -1.031 1.149 1.829
H -2.073 0.966 0.327
H 1.927 -0.180 -1.819
H -1.033 -1.054 -1.501
H -1.060 -2.372 -0.342
H -2.491 -1.588 -0.716
H -0.047 -1.002 1.044
H 3.144 0.482 1.211

Properties
<S²> = 2.009
Multiplicity = 3
ΔE to the lowest compared entry with this formula, charge and spin = 13.14 kcal per mole
HOMO-LUMO gap (alpha / beta) = 6.8 / 4.6 eV
E_HOMO (alpha / beta) = -10.9 / -13.1 eV
Total charge = +1
LUMO level (alpha / beta) = -4.049 / -8.434 eV



Entry 10:
Entry from the OMol25 dataset: C46H39F2N3O3SSbSc as an isolated structure (the ωB97M-V functional and the def2-TZVPD basis).

Cartesian coordinates (Å):
Sc 0.297 1.165 -0.979
O 0.438 0.173 0.967
C 1.423 0.108 1.844
C 1.781 -1.118 2.437
C 2.741 -1.200 3.426
C 3.410 -0.061 3.885
C 3.112 1.140 3.277
C 2.159 1.238 2.254
C 2.073 2.529 1.585
N 1.475 2.771 0.490
C 1.699 4.086 -0.107
C 2.403 3.862 -1.427
N 1.605 2.899 -2.181
C 1.716 2.886 -3.449
C 0.851 2.121 -4.343
C 1.209 1.971 -5.689
C 0.386 1.310 -6.574
C -0.843 0.825 -6.106
C -1.226 0.991 -4.793
C -0.375 1.623 -3.875
O -0.727 1.747 -2.609
H 1.292 -2.014 2.094
H 2.972 -2.171 3.851
H 4.158 -0.123 4.663
H 3.643 2.042 3.570
H 2.656 3.325 2.055
H 2.293 4.727 0.544
H 0.738 4.562 -0.291
H 3.405 3.474 -1.247
H 2.497 4.804 -1.966
H 2.464 3.526 -3.932
H 2.158 2.382 -6.024
H 0.676 1.175 -7.607
H -1.509 0.309 -6.789
H -2.175 0.614 -4.427
F -1.571 -3.277 -3.896
C -0.487 -2.553 -3.535
C -0.628 -1.524 -2.632
C 0.473 -0.767 -2.230
C 1.707 -1.074 -2.817
C 1.797 -2.124 -3.723
F 2.997 -2.462 -4.263
C 0.721 -2.893 -4.102
C 2.891 -0.273 -2.418
C 4.036 -0.127 -3.207
C 5.115 0.584 -2.720
C 5.052 1.127 -1.447
C 3.865 0.993 -0.757
N 2.794 0.344 -1.229
H -1.621 -1.319 -2.253
H 0.828 -3.709 -4.803
H 4.070 -0.570 -4.190
H 6.007 0.698 -3.325
H 5.887 1.657 -1.003
H 3.764 1.418 0.229
S -2.450 0.311 -0.406
Sb -2.097 -0.929 1.454
C -0.984 -2.688 1.476
C -1.161 -3.530 2.572
C -0.525 -4.765 2.587
C 0.253 -5.160 1.502
C 0.408 -4.321 0.405
C -0.208 -3.073 0.388
C -3.980 -1.879 1.791
C -4.414 -2.776 0.807
C -5.639 -3.416 0.931
C -6.447 -3.167 2.038
C -6.023 -2.281 3.019
C -4.793 -1.638 2.897
C -1.942 0.193 3.220
C -2.875 1.221 3.353
C -2.881 2.007 4.499
C -1.960 1.767 5.511
C -1.039 0.735 5.387
C -1.032 -0.059 4.246
H -1.787 -3.236 3.409
H -0.645 -5.422 3.440
H 0.736 -6.131 1.511
H 1.011 -4.629 -0.441
H -0.059 -2.403 -0.449
H -3.799 -2.976 -0.067
H -5.966 -4.108 0.163
H -7.405 -3.663 2.131
H -6.648 -2.088 3.882
H -4.475 -0.954 3.678
H -3.590 1.412 2.562
H -3.606 2.805 4.601
H -1.965 2.380 6.404
H -0.321 0.546 6.176
H -0.310 -0.860 4.163
C -1.678 3.629 0.842
O -1.099 3.028 -0.304
H -2.612 3.131 1.099
H -1.852 4.692 0.676
H -0.976 3.499 1.662
H -1.735 2.950 -1.027

Properties
ΔE to the lowest compared entry with this formula, charge and spin = 3.08 kcal per mole
HOMO-LUMO gap = 8.1 eV
E_HOMO = -7.7 eV
Total charge = 0
LUMO level = 0.308 eV